Record 1
DFT (ωB97M-V with the def2-TZVPD basis set) results for a structure of composition C27H71InN4P at a distorted geometry.

Structure (XYZ):
```
104
C27H71InN4P (ωB97M-V with the def2-TZVPD basis set)
C 2.0674 -0.1509 0.5239
C 2.5825 1.1325 -0.1174
P 2.7003 2.6284 1.0170
C 4.5560 2.8938 1.0492
In 1.9545 1.9363 3.3649
H 1.1139 0.0167 1.0135
H 2.7785 -0.5141 1.2543
H 1.9632 -0.9089 -0.2515
H 3.5775 0.9156 -0.5017
H 1.9599 1.4062 -0.9641
H 4.8042 3.8082 1.5685
H 5.0449 2.0386 1.5075
H 4.8880 2.9348 0.0152
H 0.1713 1.8496 3.3959
H 2.5941 0.2824 3.6899
H 2.5891 3.0703 4.5848
C 2.5344 3.5725 -3.3382
C 1.7595 2.4786 -4.0547
N 0.9323 2.9694 -5.1456
C -0.0052 1.9811 -5.6434
C 0.5546 0.7198 -6.3165
C 1.6220 3.7546 -6.1516
C 2.8015 3.1073 -6.8914
H 1.8644 4.3481 -2.9674
H 3.0574 3.1457 -2.4819
H 3.2838 4.0375 -3.9820
H 1.0963 2.0051 -3.3265
H 2.4678 1.7000 -4.3810
H -0.6934 2.4756 -6.3366
H -0.6236 1.6673 -4.7966
H 0.9220 0.9219 -7.3223
H -0.2365 -0.0286 -6.4089
H 1.3614 0.2713 -5.7371
H 1.9807 4.6688 -5.6729
H 0.8804 4.0929 -6.8809
H 3.4596 2.5628 -6.2135
H 3.4006 3.8800 -7.3786
H 2.4714 2.4190 -7.6687
C -3.3884 0.3013 -5.9162
C -4.1909 -0.7740 -6.6316
N -5.0157 -0.2535 -7.7073
C -5.9728 -1.2183 -8.2170
C -5.4380 -2.4759 -8.9147
C -4.3161 0.5373 -8.7049
C -3.1485 -0.1167 -9.4566
H -4.0390 1.0894 -5.5358
H -2.8568 -0.1378 -5.0711
H -2.6401 0.7547 -6.5671
H -4.8569 -1.2446 -5.9035
H -3.4985 -1.5607 -6.9721
H -6.6527 -0.6972 -8.8972
H -6.5926 -1.5344 -7.3719
H -5.0685 -2.2612 -9.9166
H -6.2428 -3.2068 -9.0194
H -4.6380 -2.9507 -8.3467
H -3.9429 1.4393 -8.2144
H -5.0547 0.8971 -9.4258
H -2.4951 -0.6800 -8.7892
H -2.5401 0.6540 -9.9342
H -3.4905 -0.7890 -10.2424
C -1.3773 -6.4021 4.1958
C -1.0512 -4.9308 3.9802
N 0.3281 -4.5993 4.2728
C 0.5755 -3.1628 4.3316
C 0.3975 -2.3417 3.0521
C 1.3239 -5.3805 3.5628
C 1.2910 -5.3694 2.0280
H -1.1207 -6.7127 5.2098
H -2.4460 -6.5671 4.0476
H -0.8489 -7.0479 3.4932
H -1.6783 -4.3421 4.6550
H -1.3497 -4.6498 2.9573
H 1.5872 -3.0055 4.7129
H -0.0889 -2.7526 5.0990
H 1.2231 -2.4868 2.3571
H 0.3832 -1.2808 3.3025
H -0.5370 -2.5739 2.5374
H 1.2418 -6.4183 3.8992
H 2.3090 -5.0533 3.9037
H 0.2772 -5.4729 1.6386
H 1.8781 -6.2056 1.6400
H 1.7181 -4.4567 1.6166
C -0.1716 1.3285 11.3356
C -0.3190 1.0026 9.8561
N -0.0756 2.1384 8.9914
C -0.4728 1.9057 7.6089
C 0.2715 0.8285 6.8160
C 1.2052 2.8013 9.1698
C 2.4804 1.9667 8.9922
H -0.8165 2.1628 11.6163
H -0.4554 0.4603 11.9334
H 0.8555 1.5827 11.5996
H -1.3476 0.6741 9.6822
H 0.3252 0.1403 9.6197
H -0.3988 2.8530 7.0695
H -1.5400 1.6575 7.6156
H 1.2639 1.1597 6.5155
H -0.2733 0.6093 5.8966
H 0.3671 -0.1055 7.3736
H 1.2189 3.2435 10.1707
H 1.2374 3.6529 8.4868
H 2.4061 0.9938 9.4812
H 3.3293 2.4925 9.4357
H 2.7174 1.8016 7.9429
```

Values from the calculation:
Spin multiplicity: 1
Charge: -1
E_LUMO in eV: 2.1494

These are the Löwdin partial charges, in e, on atoms 1 to 8: atom 1 (C): -0.23, atom 2 (C): -0.55, atom 3 (P): 0.60, atom 4 (C): -0.43, atom 5 (In): -0.03, atom 6 (H): 0.04, atom 7 (H): 0.04, atom 8 (H): 0.06

***

Record 2
DFT (ωB97M-V with the def2-TZVPD basis set) results for a structure of composition C4H8O at a distorted geometry.

Structure (XYZ):
```
13
C4H8O (ωB97M-V with the def2-TZVPD basis set)
C -1.4786 0.1520 0.2703
C -0.1854 -0.0376 -0.5066
C 0.7151 -1.1005 -0.0894
C 1.1036 1.4029 0.0763
O 1.9557 0.6733 0.5215
H -2.3347 -0.4984 0.0256
H -1.2776 0.0466 1.3422
H -1.7712 1.1818 0.0813
H -0.2400 0.0607 -1.5914
H 1.5804 -1.3710 -0.6944
H -0.2479 -1.5972 -0.6059
H 0.7606 -1.4068 0.9587
H 1.4198 2.4944 0.2119
```

Values from the calculation:
Spin multiplicity: 1
Charge: 0
E_LUMO in eV: 1.1303
Relative energy (zero: lowest compared OMol25 entry of this formula, charge and spin) in kcal per mole: 90.57

These are the Löwdin partial charges, in e, on atoms 1 to 8: atom 1 (C): -0.10, atom 2 (C): -0.34, atom 3 (C): -0.14, atom 4 (C): -0.10, atom 5 (O): -0.09, atom 6 (H): 0.08, atom 7 (H): 0.08, atom 8 (H): 0.07

***

Among the records above, which one has the lowest E_LUMO? C4H8O

***

Which value of charge does entry 2 give? 0

***

Among the records above, which one has the lowest E_LUMO? C4H8O

***

charge of number 1 (C27H71InN4P)? -1